Arrangement A

Formula: C9H14O
Source: the Open Molecules 2025 dataset
Level of theory: the ωB97M-V functional and the def2-TZVPD basis

Cartesian coordinates (Å):
C -0.169 0.674 2.984
C -1.147 1.685 3.633
H 0.319 0.026 3.708
H -0.799 0.035 2.351
H 0.472 1.192 2.276
H -0.669 2.594 3.986
H -1.691 1.161 4.428
H -1.928 1.918 2.905
C 1.107 -2.936 -1.882
C -1.203 0.102 -1.676
C -0.299 1.127 -1.456
C -0.725 -1.198 -1.821
C 0.620 -1.522 -1.748
C 1.074 0.839 -1.420
C 1.512 -0.449 -1.633
O -0.718 2.400 -1.355
H -2.235 0.334 -1.884
H -1.437 -2.011 -1.984
H 1.733 1.680 -1.294
H -0.077 2.978 -0.868
H 2.104 -3.057 -1.465
H 1.104 -3.301 -2.912
H 2.578 -0.656 -1.564
H 0.476 -3.613 -1.307

Calculated values
**LUMO (spin up / spin down)**: 0.1314 / 0.1275 Ha
**Total charge**: -1
**2S+1**: 2

Arrangement B

Formula: C9H14O
Source: the Open Molecules 2025 dataset
Level of theory: the ωB97M-V functional and the def2-TZVPD basis

Cartesian coordinates (Å):
C -2.433 2.894 -1.603
C -2.935 1.665 -2.373
H -1.381 3.070 -1.821
H -2.910 3.831 -1.898
H -2.530 2.728 -0.537
H -2.050 1.128 -2.686
H -3.487 1.934 -3.289
H -3.730 1.112 -1.874
C 3.132 -0.403 2.550
C 0.050 -1.801 -0.089
C 1.399 -2.020 -0.430
C -0.266 -0.998 0.995
C 2.377 -1.566 0.427
C 0.737 -0.559 1.856
C 2.060 -0.858 1.590
O -0.836 -2.109 -1.066
H -1.702 -1.655 -1.117
H 1.570 -2.570 -1.341
H -1.298 -0.793 1.232
H 3.384 -1.955 0.337
H 0.445 0.045 2.709
H 2.956 -0.823 3.548
H 3.365 0.650 2.443
H 4.080 -0.948 2.438

Calculated values
**LUMO (spin up / spin down)**: 0.1244 / 0.1229 Ha
**Total charge**: -1
**2S+1**: 2

Result of the stability comparison: arrangement A is the most stable of them.

Arrangement A

Formula: C3H3Br2N
Source: the Open Molecules 2025 dataset
Level of theory: the ωB97M-V functional and the def2-TZVPD basis

Cartesian coordinates (Å):
C -0.206 -0.136 1.044
C 2.597 0.769 0.740
C -1.677 -0.494 -0.897
N -0.929 -0.359 0.110
Br 2.962 0.060 -0.971
Br -3.375 0.317 -0.760
H -0.271 -0.727 1.962
H 2.443 1.781 0.449
H -1.545 -1.211 -1.677

Calculated values
**LUMO (spin up / spin down)**: -0.0322 / -0.0322 Ha
**2S+1**: 1

Arrangement B

Formula: C3H3Br2N
Source: the Open Molecules 2025 dataset
Level of theory: the ωB97M-V functional and the def2-TZVPD basis

Cartesian coordinates (Å):
C -1.579 1.205 -0.133
C -0.610 0.109 0.274
C 0.139 -1.047 -0.486
N -2.384 2.012 -0.279
Br -0.868 -2.608 -0.838
Br 1.771 -1.570 0.666
H 0.174 0.728 0.583
H -1.114 -0.568 0.982
H 0.574 -0.788 -1.508

Calculated values
**LUMO**: -0.0130 Ha
**2S+1**: 1

Result of the stability comparison: arrangement B is the most stable of them.

Arrangement A

Formula: C4H11NO3
Source: the Open Molecules 2025 dataset
Level of theory: the ωB97M-V functional and the def2-TZVPD basis

Cartesian coordinates (Å):
C 0.688 -0.771 -0.629
O 0.549 -0.622 -2.013
C -0.075 0.361 0.020
C 0.156 0.748 1.509
C -0.912 0.545 2.595
O -0.645 1.179 3.725
N 0.249 1.565 -0.967
H 1.811 -0.636 -0.397
H 0.359 -1.738 -0.300
H -1.274 0.523 -0.054
H 0.270 1.874 1.389
H 1.057 0.477 1.917
H -1.841 1.052 2.176
H -0.987 -0.498 2.845
H 1.255 1.644 -1.098
H 0.003 1.310 -1.844
H -0.442 -2.959 -2.684
H -0.011 -1.580 -2.776
O -0.212 -2.475 -3.416

Calculated values
**LUMO**: 0.2463 Ha
**Total charge**: -2
**2S+1**: 1

Arrangement B

Formula: C4H11NO3
Source: the Open Molecules 2025 dataset
Level of theory: the ωB97M-V functional and the def2-TZVPD basis

Cartesian coordinates (Å):
C -1.150 0.451 0.106
O -2.167 -0.443 -0.211
C 0.297 -0.092 -0.160
C 1.257 0.344 0.941
C 2.774 0.015 0.742
O 3.591 0.771 1.523
N 0.314 -1.545 -0.321
H -1.204 0.744 1.170
H -1.282 1.388 -0.479
H 0.700 0.311 -1.090
H 0.944 -0.160 1.862
H 1.243 1.424 1.081
H 2.891 -1.087 0.875
H 2.952 0.148 -0.373
H -0.357 -1.938 0.339
H -0.141 -1.759 -1.201
H -3.685 0.674 -2.428
H -3.061 0.092 -0.879
O -3.915 0.665 -1.498

Calculated values
**LUMO**: 0.2448 Ha
**Total charge**: -2
**2S+1**: 1

Result of the stability comparison: arrangement B is the most stable of them.

Arrangement A

Formula: CH5OS
Source: the Open Molecules 2025 dataset
Level of theory: the ωB97M-V functional and the def2-TZVPD basis

Cartesian coordinates (Å):
S 1.888 1.754 0.408
H 2.786 0.681 0.272
C -0.983 -0.626 -0.347
O -0.839 0.264 0.808
H -1.816 -0.441 -0.977
H -0.050 -0.769 -0.857
H -1.055 -1.689 -0.044
H 0.069 0.827 0.736

Calculated values
**LUMO**: 0.1579 Ha
**Total charge**: -1
**2S+1**: 1

Arrangement B

Formula: CH5OS
Source: the Open Molecules 2025 dataset
Level of theory: the ωB97M-V functional and the def2-TZVPD basis

Cartesian coordinates (Å):
S 0.304 2.176 1.046
H 1.571 2.275 0.753
C -0.277 -1.032 -0.155
O -0.970 0.039 -0.901
H 0.753 -1.184 -0.490
H -0.125 -1.135 0.929
H -0.701 -2.084 -0.462
H -0.553 0.944 -0.720

Calculated values
**LUMO**: 0.1581 Ha
**Total charge**: -1
**2S+1**: 1

Arrangement C

Formula: CH5OS
Source: the Open Molecules 2025 dataset
Level of theory: the ωB97M-V functional and the def2-TZVPD basis

Cartesian coordinates (Å):
S -2.595 -0.157 -0.493
H -2.533 -0.221 -1.854
C 1.147 0.186 0.611
O 0.475 -0.593 -0.337
H 0.441 0.865 1.094
H 1.866 0.798 0.045
H 1.720 -0.427 1.308
H -0.520 -0.451 -0.373

Calculated values
**LUMO**: 0.1565 Ha
**Total charge**: -1
**2S+1**: 1

Result of the stability comparison: arrangement C is the most stable of them.